[1]
DFT (ωB97M-V with the def2-TZVPD basis set) results for an isolated molecule of C27H28N2O5.

The geometry in ORCA input format:
```
! wB97M-V def2-TZVPD RIJCOSX def2/J DEFGRID3
* xyz 0 1
C -1.5811 -4.1274 -1.3298
O -2.4689 -3.0432 -1.4431
C -2.5940 -2.2093 -0.3711
C -1.9844 -2.3997 0.8561
C -2.1117 -1.4514 1.8604
C -2.8783 -0.3183 1.6670
C -2.8772 0.7903 2.6782
C -1.8423 1.8664 2.2759
N -2.1949 2.5425 1.0511
C -3.2264 3.5508 1.1784
C -1.8052 2.1816 -0.1997
O -2.3289 2.6747 -1.1838
C -0.6575 1.1903 -0.3251
C -0.3927 0.8820 -1.7993
C 0.4185 -0.3943 -1.9967
N 1.7093 -0.3403 -1.3145
C 2.6900 0.4341 -1.9170
O 2.4737 1.0009 -2.9674
C 3.9856 0.5184 -1.2201
C 5.0025 1.2839 -1.7509
C 6.2348 1.3739 -1.0963
C 6.4480 0.7049 0.0810
C 5.4325 -0.0887 0.6545
C 5.6057 -0.7986 1.8608
C 4.5914 -1.5628 2.3768
C 3.3643 -1.6552 1.7131
C 3.1568 -0.9747 0.5316
C 4.1852 -0.1798 -0.0129
C 1.8611 -1.0881 -0.1617
O 0.9689 -1.8060 0.2478
C -3.5532 -0.1554 0.4576
C -3.4062 -1.0699 -0.5703
O -3.9741 -0.9539 -1.8005
C -4.6554 0.2405 -2.1093
H -1.5479 -4.5851 -2.3175
H -1.9376 -4.8655 -0.6027
H -0.5768 -3.7970 -1.0446
H -1.3683 -3.2643 1.0343
H -1.5892 -1.5989 2.7937
H -2.6027 0.4067 3.6617
H -3.8643 1.2484 2.7521
H -0.8629 1.3984 2.1758
H -1.7825 2.6198 3.0689
H -4.1719 3.1203 1.5155
H -3.3758 4.0057 0.2014
H -2.9096 4.3126 1.8931
H -0.9000 0.2656 0.1979
H 0.2304 1.6283 0.1413
H 0.1155 1.7228 -2.2722
H -1.3480 0.7481 -2.3075
H 0.6086 -0.5418 -3.0621
H -0.1235 -1.2502 -1.5935
H 4.8269 1.8091 -2.6776
H 7.0195 1.9770 -1.5275
H 7.4000 0.7746 0.5871
H 6.5554 -0.7303 2.3715
H 4.7346 -2.1024 3.3009
H 2.5629 -2.2587 2.1120
H -4.1753 0.7136 0.3174
H -4.0166 1.1190 -1.9739
H -5.5640 0.3514 -1.5074
H -4.9325 0.1543 -3.1587
*
```

E = -1531.4508 hartree
highest occupied orbital energy = -7.8 eV
gap between HOMO and LUMO = 0.25525 Eh
LUMO = -0.847 eV
SMILES string = COc1ccc(CCN(C)C(=O)CCCN2C(=O)c3cccc4cccc(c34)C2=O)cc1OC

[2]
DFT (ωB97M-V with the def2-TZVPD basis set) results for a structure of composition C27H28N4O5 in a non-equilibrium geometry.

The geometry in ORCA input format:
```
! wB97M-V def2-TZVPD RIJCOSX def2/J DEFGRID3
* xyz 0 1
C -5.6179 -1.3723 0.1187
C -4.4417 -0.8873 -0.9023
O -4.6960 -0.3059 -2.0061
C -3.1360 -1.0013 -0.4409
C -2.8077 -1.7392 0.6406
C -1.5783 -1.6025 1.2806
C -0.6497 -0.9929 0.6357
C -0.9141 -0.3056 -0.8920
C -2.2531 -0.3552 -1.2961
H -2.4494 0.0059 -2.1570
H -0.1913 0.3397 -1.3587
N 0.6708 -0.6743 0.8448
C 1.1917 -0.0790 1.7817
O 2.3589 0.2868 2.2788
C 0.0912 0.9817 2.3875
N -0.7774 1.6562 1.6715
C -2.0271 1.4453 1.5959
O -2.7292 0.9378 2.4644
C -2.5951 2.4026 0.3527
C -4.0581 2.4712 0.2211
C -4.1265 3.1034 -1.2191
C -2.9032 3.4403 -1.3225
O -1.9470 2.9778 -0.4986
H -2.4142 3.8811 -2.1562
H -4.9584 3.5462 -1.9227
H -4.7659 2.0930 0.6812
H -0.2388 2.0631 0.8414
H 0.6636 1.8693 3.1337
H -0.6661 0.3679 3.2377
C 1.8157 -1.6930 0.4029
C 1.1815 -2.8853 -0.0192
C 0.3970 -3.2822 -1.2410
C -0.1041 -4.4758 -1.2426
N -0.0407 -5.6105 -0.3932
C 0.6603 -5.3032 0.7187
C 1.3487 -3.8179 1.0008
H 1.9040 -3.8636 1.6966
H 0.7706 -6.0349 1.6854
H -0.7352 -4.7146 -2.1254
H 0.1948 -2.3839 -1.7870
H 2.6499 -1.8570 1.2455
C 2.2553 -0.8247 -0.6322
O 2.0170 -1.1499 -2.0027
N 3.1975 -0.0885 -0.4303
H 3.2530 0.2719 0.4665
C 3.9362 1.0084 -1.3491
C 5.2995 1.3257 -0.8813
C 5.2706 2.6617 -0.1966
H 5.7527 2.9318 0.5774
H 5.3854 3.6496 -0.8534
C 3.6767 3.0901 -0.0200
H 3.4300 4.1425 0.0621
H 3.5338 2.6037 0.8506
C 3.0534 2.2946 -1.0752
H 3.2301 2.9289 -1.9464
H 1.9647 2.2846 -0.8234
H 5.8480 1.4076 -1.8622
H 5.5244 0.6802 -0.1935
H 3.7416 0.7691 -2.3297
H -1.1001 -1.9767 2.4630
H -3.5039 -2.1233 1.3231
H -6.5952 -1.1808 -0.3098
H -5.5118 -2.4371 0.1250
H -5.7349 -0.9015 1.1009
*
```

E = -1640.2047 hartree
highest occupied orbital energy = -8.7 eV
gap between HOMO and LUMO = 0.29280 Eh
LUMO = -0.750 eV

[3]
DFT (ωB97M-V with the def2-TZVPD basis set) results for a structure of composition C27H28N5O8Re.

The geometry in ORCA input format:
```
! wB97M-V def2-TZVPD RIJCOSX def2/J DEFGRID3
* xyz 1 2
Re -0.0160 -0.2403 -0.0619
C -2.1760 -3.9834 -1.0439
O -3.2232 -3.5781 -0.1542
C -2.9656 -2.9463 1.0171
C -3.8863 -3.1408 2.0240
C -3.7551 -2.5409 3.2825
C -2.6801 -1.7382 3.5422
C -1.7438 -1.4780 2.5202
C -0.5720 -0.7471 2.8408
N 0.2966 -0.3514 1.9596
N 1.5217 0.0798 2.4617
C 2.3068 0.2612 1.4646
O 1.8345 0.0532 0.2091
C 3.7052 0.6746 1.6024
C 4.4703 0.8786 0.4562
C 5.7998 1.2522 0.5801
C 6.3579 1.4177 1.8394
C 5.5905 1.2163 2.9816
C 4.2637 0.8446 2.8681
C -1.8886 -2.0640 1.2487
O -1.0057 -1.8462 0.2649
H -2.6497 -4.6716 -1.7374
H -1.3836 -4.4985 -0.5013
H -1.7590 -3.1406 -1.5890
H -4.7178 -3.8003 1.8093
H -4.4920 -2.7386 4.0483
H -2.5329 -1.2955 4.5188
H -0.3294 -0.5493 3.8807
H 4.0179 0.7540 -0.5191
H 6.3998 1.4119 -0.3057
H 7.3964 1.7067 1.9345
H 6.0313 1.3463 3.9608
H 3.6557 0.6833 3.7477
O 2.1015 0.9058 -2.5930
C 0.9755 0.6047 -2.8478
O 0.0220 0.3630 -1.9003
C 0.4321 0.4909 -4.2343
C 1.2789 0.7464 -5.3089
C 0.8044 0.6477 -6.6082
C -0.5171 0.2979 -6.8454
C -1.3364 0.0587 -5.7593
C -0.8912 0.1429 -4.4586
N -2.7558 -0.2887 -5.9960
O -3.1182 -0.4244 -7.1386
O -3.4692 -0.4283 -5.0169
H 2.3065 1.0191 -5.1097
H 1.4631 0.8460 -7.4423
H -0.9140 0.2153 -7.8466
H -1.5656 -0.0503 -3.6386
C -3.7864 1.7535 -2.8672
N -3.3627 0.9530 -1.7192
C -3.7245 -0.4632 -1.8070
C -2.5246 1.3847 -0.7769
O -1.8762 0.5009 -0.0926
N -2.3961 2.6871 -0.5050
C -3.4952 3.6376 -0.6696
C -1.2754 3.1737 0.2935
H -3.6293 1.1523 -3.7629
H -3.1894 2.6552 -2.9540
H -4.8430 2.0141 -2.8044
H -4.7858 -0.5318 -2.0429
H -3.5403 -0.9630 -0.8650
H -3.1642 -0.9485 -2.6061
H -4.4414 3.1131 -0.7694
H -3.3526 4.2980 -1.5240
H -3.5403 4.2494 0.2306
H -0.4160 2.5186 0.2021
H -1.5515 3.2555 1.3468
H -0.9934 4.1581 -0.0766
*
```

E = -1999.3782 hartree
highest occupied orbital energy (alpha / beta) = -11.1 / -11.0 eV
gap between HOMO and LUMO (alpha / beta) = 0.26037 / 0.26053 Eh
LUMO (alpha / beta) = -4.014 / -3.954 eV

[4]
DFT (ωB97M-V with the def2-TZVPD basis set) results for an isolated molecule of C27H28N6O3.

The geometry in ORCA input format:
```
! wB97M-V def2-TZVPD RIJCOSX def2/J DEFGRID3
* xyz 0 1
C -3.4289 -4.7621 -0.2395
O -2.5513 -4.2828 -1.2293
C -1.3261 -3.8240 -0.8484
C -0.8647 -3.7755 0.4616
C 0.3998 -3.2802 0.7280
C 1.2186 -2.8156 -0.2898
C 2.5986 -2.2964 0.0191
N 2.6110 -1.3971 1.1638
C 2.0801 -0.1375 1.0941
C 1.5356 0.3258 -0.2183
C 0.9480 1.7291 -0.1215
C 0.6549 2.2747 -1.5043
O 0.8956 1.6470 -2.5191
N 0.1541 3.5388 -1.5530
C -0.3748 4.2571 -0.4159
C -1.8804 3.9170 -0.2663
N -2.3863 3.4028 -1.5250
C -2.4548 2.0316 -1.6731
C -2.7440 1.4265 -2.9063
C -2.8860 0.0580 -2.9554
C -2.7387 -0.6927 -1.7951
C -2.4430 -0.0099 -0.6329
N -2.3084 1.3035 -0.5645
C -1.9238 4.2216 -2.6247
C -0.3998 4.0164 -2.8061
N 2.0373 0.6813 2.0861
C 2.5401 0.3030 3.2914
N 2.4651 1.1914 4.2849
C 2.9489 0.8521 5.4564
C 3.5402 -0.3817 5.7375
C 3.6248 -1.3103 4.7229
C 3.1171 -0.9713 3.4680
C 3.1668 -1.8977 2.3472
O 3.6426 -3.0155 2.3941
C 0.7497 -2.8622 -1.5985
C -0.5017 -3.3651 -1.8773
H -3.0061 -5.6217 0.2901
H -4.3281 -5.0730 -0.7690
H -3.6871 -3.9797 0.4817
H -1.4731 -4.1238 1.2811
H 0.7518 -3.2627 1.7494
H 3.0253 -1.7939 -0.8516
H 3.2490 -3.1341 0.2990
H 0.7697 -0.3680 -0.5729
H 2.3330 0.3273 -0.9675
H 1.6541 2.3774 0.3982
H 0.0241 1.6930 0.4557
H -0.2426 5.3244 -0.6210
H 0.1745 4.0148 0.4900
H -2.0403 3.1492 0.4885
H -2.4502 4.8127 -0.0011
H -2.8598 2.0083 -3.8054
H -3.1095 -0.4273 -3.8945
H -2.8477 -1.7634 -1.8053
H -2.2973 -0.5311 0.3062
H -2.4599 3.9872 -3.5422
H -2.1455 5.2606 -2.3656
H 0.0888 4.9518 -3.0973
H -0.1893 3.2532 -3.5578
H 2.8632 1.6079 6.2272
H 3.9183 -0.5944 6.7249
H 4.0683 -2.2854 4.8637
H 1.3698 -2.5012 -2.4055
H -0.8695 -3.4081 -2.8900
*
```

E = -1599.9954 hartree
highest occupied orbital energy = -8.0 eV
gap between HOMO and LUMO = 0.30642 Eh
LUMO = 0.378 eV
SMILES string = COc1ccc(Cn2c(CCC(=O)N3CCN(c4ccccn4)CC3)nc3ncccc3c2=O)cc1

[5]
DFT (ωB97M-V with the def2-TZVPD basis set) results for a structure of composition C27H28N6O3Pd in a non-equilibrium geometry.

The geometry in ORCA input format:
```
! wB97M-V def2-TZVPD RIJCOSX def2/J DEFGRID3
* xyz 0 1
Pd -0.0612 -0.3946 -0.4298
C -4.5776 -1.2859 -1.0988
O -5.0383 -0.5684 0.0394
C -4.2580 -0.3444 1.1461
C -4.9673 -0.1289 2.3092
C -4.3139 0.0874 3.5246
C -2.9470 0.0744 3.5709
C -2.1654 -0.1123 2.4116
C -0.7571 -0.1623 2.6111
N 0.1541 -0.4725 1.7434
N 1.3991 -0.6564 2.2074
C 2.2850 -1.2041 1.4618
O 2.1018 -1.6402 0.1750
C 3.6567 -1.3372 1.9419
C 4.6523 -1.8547 1.1078
C 5.9481 -2.0002 1.5697
C 6.2714 -1.6433 2.8705
C 5.2889 -1.1233 3.7040
C 3.9947 -0.9661 3.2479
C -2.8230 -0.2853 1.1346
O -2.1973 -0.3686 0.0227
H -5.4783 -1.5261 -1.6649
H -3.9010 -0.6984 -1.7133
H -4.0742 -2.2120 -0.8175
H -6.0481 -0.1603 2.2519
H -4.8874 0.2332 4.4304
H -2.4412 0.1898 4.5236
H -0.4026 -0.0264 3.6352
H 4.3952 -2.1361 0.0964
H 6.7151 -2.3907 0.9131
H 7.2827 -1.7709 3.2345
H 5.5406 -0.8381 4.7176
H 3.2168 -0.5671 3.8830
N -2.1901 3.9851 -1.9113
C -1.0944 4.5045 -1.3175
N -1.1433 5.7887 -0.9040
N 0.0069 3.8454 -1.1246
C 0.1930 2.5785 -1.3126
N 0.4322 1.4521 -1.4679
H -3.0741 4.4574 -1.8518
H -2.2099 2.9910 -2.0689
H -1.8463 6.4103 -1.2615
H -0.2666 6.1878 -0.6163
C -0.8761 -3.2732 1.3111
C 0.4238 -3.5362 0.5183
C 1.4797 -4.0604 1.5017
C 0.9138 -2.2877 -0.2529
C 0.1324 -4.5626 -0.5775
C 1.0140 -5.5924 -0.8927
C 0.7218 -6.5003 -1.9019
C -0.4584 -6.3971 -2.6202
C -1.3319 -5.3567 -2.3376
C -1.0333 -4.4473 -1.3362
H -0.6482 -2.8161 2.2710
H -1.3962 -4.2155 1.4923
H -1.5394 -2.5997 0.7715
H 1.5515 -3.4113 2.3720
H 2.4712 -4.1236 1.0514
H 1.1828 -5.0504 1.8494
H 1.1122 -2.5163 -1.2990
H 1.9461 -5.7017 -0.3545
H 1.4232 -7.2946 -2.1251
H -0.6929 -7.1147 -3.3957
H -2.2536 -5.2545 -2.8969
H -1.7134 -3.6251 -1.1500
*
```

E = -1727.7038 hartree
highest occupied orbital energy (alpha / beta) = -6.6 / -6.6 eV
gap between HOMO and LUMO (alpha / beta) = 0.23680 / 0.23939 Eh
LUMO (alpha / beta) = -0.177 / -0.088 eV

[6]
DFT (ωB97M-V with the def2-TZVPD basis set) results for a structure of composition C27H28NO4Rh.

The geometry in ORCA input format:
```
! wB97M-V def2-TZVPD RIJCOSX def2/J DEFGRID3
* xyz -2 5
Rh 0.3806 -0.8103 -0.9826
O -1.0614 -3.6134 2.4773
C -0.6603 -3.1204 1.4232
O -0.1076 -1.7986 1.4474
C -0.6888 -3.6552 0.1178
C -1.2612 -4.9491 -0.0774
C -1.2886 -5.4851 -1.3308
C -0.7575 -4.7594 -2.4212
C -0.2406 -3.4958 -2.1754
N -0.2085 -2.9449 -0.9611
C 0.3466 -2.6789 -3.3646
O 0.3151 -3.2320 -4.4712
O 0.8484 -1.5521 -3.0874
H -1.6609 -5.4640 0.7852
H -1.7275 -6.4661 -1.4888
H -0.7396 -5.1235 -3.4363
C -2.5176 1.8011 3.9537
C -2.7420 1.1458 2.7150
C -1.8932 0.1664 2.2933
C -0.7778 -0.2061 3.0903
C 0.1199 -1.2287 2.6586
C 1.2084 -1.5565 3.4145
C 1.4375 -0.8931 4.6413
C 0.5912 0.0795 5.0867
C -0.5405 0.4492 4.3132
C -1.4474 1.4627 4.7274
H -3.1976 2.5808 4.2784
H -3.5859 1.4362 2.1014
H -2.0294 -0.3332 1.3439
H 1.8787 -2.3246 3.0527
H 2.3080 -1.1642 5.2281
H 0.7751 0.5908 6.0256
H -1.2640 1.9670 5.6707
C 3.8344 -0.7770 -1.7225
C 3.2481 0.4985 -1.1261
C 4.3636 1.3429 -0.5002
C 2.1296 0.1922 -0.1398
H 4.6645 -0.5622 -2.4046
H 3.0733 -1.3370 -2.2658
H 4.2221 -1.4168 -0.9202
H 2.8112 1.0830 -1.9472
H 4.7541 0.8420 0.3923
H 3.9910 2.3215 -0.1870
H 5.2004 1.5028 -1.1899
H 1.7261 1.1234 0.2794
H 2.5412 -0.3869 0.7044
C -0.4624 4.0511 -2.6060
C -1.7001 3.1860 -2.3252
C -2.5775 3.8998 -1.2857
C -2.4973 3.0231 -3.6283
C -1.2801 1.8702 -1.8232
C -0.9249 0.7801 -1.4013
H -0.7606 5.0693 -2.8780
H 0.1226 3.6244 -3.4221
H 0.1805 4.0899 -1.7260
H -2.8606 4.8971 -1.6412
H -2.0408 3.9996 -0.3415
H -3.4840 3.3240 -1.0931
H -2.7571 4.0016 -4.0483
H -3.4169 2.4663 -3.4427
H -1.9119 2.4664 -4.3596
*
```

E = -1511.8492 hartree
highest occupied orbital energy (alpha / beta) = 0.4 / -1.8 eV
gap between HOMO and LUMO (alpha / beta) = 0.15254 / 0.23325 Eh
LUMO (alpha / beta) = 4.594 / 4.591 eV

[7]
DFT (ωB97M-V with the def2-TZVPD basis set) results for a structure of composition C27H28NO4SV in a non-equilibrium geometry.

The geometry in ORCA input format:
```
! wB97M-V def2-TZVPD RIJCOSX def2/J DEFGRID3
* xyz 0 3
V -0.9701 -0.5172 -1.1228
O -1.0649 -1.3758 2.0765
C -1.4299 -0.0050 2.3114
C -1.4962 0.4772 0.8523
O -0.6286 1.1518 0.2603
O -2.4109 -0.0739 0.1253
C -0.3699 0.6275 3.2123
C 0.6938 1.4195 2.7961
C 1.6516 1.8408 3.7114
C 1.5787 1.4708 5.0426
C 0.5266 0.6702 5.4666
C -0.4348 0.2612 4.5600
C -2.8333 0.1240 2.9018
C -3.7463 -0.9136 2.7671
C -5.0305 -0.7787 3.2750
C -5.4166 0.3991 3.8960
C -4.5134 1.4466 4.0114
C -3.2254 1.3081 3.5186
H -1.0039 -1.8213 2.9289
H 0.7845 1.7188 1.7660
H 2.4669 2.4643 3.3671
H 2.3316 1.8021 5.7452
H 0.4479 0.3708 6.5033
H -1.2618 -0.3446 4.9132
H -3.4557 -1.8203 2.2561
H -5.7356 -1.5931 3.1742
H -6.4201 0.5033 4.2874
H -4.8088 2.3702 4.4913
H -2.5216 2.1243 3.6236
C 0.1844 1.1985 -5.8332
C 0.2816 0.9640 -4.3305
C -0.0036 2.2560 -3.5627
C 1.6094 0.3784 -3.8997
C 2.7773 0.5290 -4.6418
C 3.9778 -0.0015 -4.1949
C 4.0343 -0.6959 -2.9974
C 2.9001 -0.8829 -2.2071
C 3.0160 -1.6588 -0.9089
C 2.2656 -2.9901 -0.9539
C 2.6600 -0.8459 0.3358
C 1.7237 -0.3222 -2.7011
O 0.5731 -0.4403 -1.9430
H -0.8256 1.5190 -6.0909
H 0.4071 0.2939 -6.3996
H 0.8631 1.9848 -6.1693
H -0.4874 0.2287 -4.0688
H 0.7760 2.9942 -3.7648
H -0.0320 2.1015 -2.4822
H -0.9596 2.6867 -3.8663
H 2.7444 1.0602 -5.5832
H 4.8742 0.1259 -4.7871
H 4.9751 -1.1111 -2.6562
H 4.0809 -1.8967 -0.8245
H 1.1896 -2.8547 -1.0721
H 2.4268 -3.5470 -0.0289
H 2.6066 -3.6087 -1.7851
H 1.5934 -0.6436 0.4215
H 3.1748 0.1163 0.3502
H 2.9483 -1.3957 1.2341
S -3.5412 -4.0120 -2.9525
C -2.6070 -2.8485 -2.3855
N -1.9106 -1.9887 -1.9689
*
```

E = -2743.6449 hartree
highest occupied orbital energy (alpha / beta) = -8.5 / -8.6 eV
gap between HOMO and LUMO (alpha / beta) = 0.26814 / 0.29404 Eh
LUMO (alpha / beta) = -1.173 / -0.569 eV